Computed, not measured: a cluster of 11 separate species, C3H30N2O11 in total in a non-equilibrium geometry, with ωB97M-V/def2-TZVPD.

Geometry as XYZ:
```
46
Properties=species:S:1:pos:R:3:lowdin_charge:R:1
C 1.02106 -0.44336 1.34726 -0.1922
C -0.09711 -0.54130 2.38590 -0.2387
O -0.82784 -1.75247 2.33264 -0.0694
N 0.38701 -0.22212 0.03192 -0.0338
C 1.30945 -0.38094 -1.08660 -0.3180
N 0.66574 -0.53139 -2.37288 0.0383
H 1.58171 -1.37525 1.33683 0.1073
H 1.65133 0.40112 1.65305 0.0948
H 0.29926 -0.44774 3.40140 0.1145
H -0.79594 0.27157 2.18803 0.0973
H -0.48967 -2.45746 1.77365 0.0797
H -0.03027 0.70286 0.05172 0.0811
H 1.84105 -1.30032 -0.89149 0.0667
H 2.04948 0.42097 -1.14733 0.1125
H 0.37829 0.36675 -2.74175 0.0341
H -0.14493 -1.13182 -2.28873 0.0440
H 1.74661 2.13031 0.11924 -0.0208
H 2.51744 3.30092 0.73877 0.0374
O 2.60586 2.37224 0.51143 -0.0829
H -0.45482 -2.66387 -0.74015 -0.0011
H -1.33901 -1.75511 0.18201 -0.0080
O -1.35943 -2.38695 -0.54090 -0.0682
H 0.14390 2.74947 -1.44250 0.0276
H -0.60848 2.78834 -0.08934 0.0050
O 0.22309 3.05491 -0.52874 -0.0697
H -3.32434 -0.29349 -0.28523 0.0172
H -2.89136 -0.66724 1.15082 0.0422
O -3.35152 0.01488 0.64409 -0.0508
H 1.24481 2.70446 2.60260 0.0102
H 1.14683 1.67669 3.66213 0.0130
O 1.03757 2.62832 3.54712 -0.0530
H 3.64759 -1.15343 1.03902 0.0333
H 4.31425 -1.41381 -0.25382 0.0543
O 3.76401 -1.86862 0.40038 -0.0597
H -1.96347 1.21060 -2.72339 0.0236
H -1.57137 2.33750 -3.74314 0.0544
O -1.30626 1.88576 -2.93710 -0.0444
H -2.51479 1.51234 1.00655 0.0078
H -2.50859 2.89057 1.60007 0.0648
O -1.95494 2.32391 1.04839 -0.0711
H 0.96387 -4.46930 -1.88125 0.0630
H 1.80699 -3.40783 -1.42408 0.0449
O 1.08341 -3.95171 -1.06891 -0.0498
H -3.91602 -0.68174 -2.55331 0.0680
H -2.88371 -1.69407 -1.96175 0.0469
O -3.09670 -0.75315 -2.05265 -0.0522
```

- relative energy (zero: lowest compared OMol25 entry of this formula, charge and spin) (kcal per mole) = 28.81
- HOMO-LUMO gap (eV) = 9.120
- structure (SMILES) = NCNCCO.O.O.O.O.O.O.O.O.O.O
- 2S+1 = 1
- E (eV) = -29101.1994
- max |F| (eV/Å) = 1.4
- HOMO level (eV) = -9.033